{
  "formula": "C18H18Cl9N3",
  "method": "ωB97M-V/def2-TZVPD",
  "charge": 0,
  "gap_ev": 9.65,
  "de_lowest_kj_mol": 167.76,
  "lumo_energy_ha": 0.006,
  "e_homo_ev": -9.472,
  "smiles": "ClC(Cl)Cl.ClC(Cl)Cl.ClC(Cl)Cl.c1ccncc1.c1ccncc1.c1ccncc1",
  "elements": ["Cl", "C", "Cl", "Cl", "H", "Cl", "C", "Cl", "Cl", "H", "Cl", "C", "Cl", "Cl", "H", "C", "C", "C", "N", "C", "C", "H", "H", "H", "H", "H", "C", "C", "C", "N", "C", "C", "H", "H", "H", "H", "H", "C", "C", "C", "N", "C", "C", "H", "H", "H", "H", "H"],
  "coordinates": [[0.35, -9.57, -8.18], [0.32, -9.54, -6.42], [1.93, -10.24, -5.91], [-1.13, -10.35, -5.88], [0.31, -8.49, -6.13], [5.39, -1.09, -6.83], [5.91, -1.67, -5.28], [5.33, -3.31, -5.02], [5.30, -0.71, -3.98], [7.00, -1.70, -5.34], [-1.47, -3.95, -2.80], [-0.55, -2.92, -1.75], [-1.05, -3.24, -0.05], [-0.73, -1.22, -2.17], [0.50, -3.18, -1.84], [2.43, 5.73, 0.05], [1.31, 5.57, 0.86], [1.22, 6.40, 1.95], [2.20, 7.30, 2.33], [3.25, 7.50, 1.53], [3.44, 6.71, 0.38], [2.55, 5.04, -0.77], [0.60, 4.80, 0.58], [0.31, 6.48, 2.53], [4.00, 8.21, 1.86], [4.16, 7.01, -0.37], [-7.30, 6.30, -2.78], [-6.74, 5.10, -3.14], [-6.39, 4.08, -2.20], [-6.51, 4.25, -0.87], [-7.00, 5.46, -0.48], [-7.39, 6.49, -1.38], [-7.47, 7.05, -3.54], [-6.45, 4.77, -4.12], [-5.93, 3.15, -2.51], [-7.09, 5.66, 0.58], [-7.69, 7.42, -0.92], [1.17, -4.89, 6.72], [1.68, -5.94, 6.01], [2.98, -6.42, 6.37], [3.52, -6.01, 7.57], [2.85, -5.09, 8.34], [1.65, -4.50, 7.93], [0.24, -4.45, 6.37], [1.22, -6.27, 5.09], [3.49, -7.06, 5.67], [3.18, -4.81, 9.33], [1.11, -3.86, 8.61]]
}